This record from the OMol25 dataset describes one molecule with the formula C5H6O2. The level of theory is wB97M-V/def2-TZVPD.

Each line ends with the natural charge from an NBO analysis.
Cartesian coordinates (Å):
C 1.2365 -0.3096 1.7149  -0.684
C 0.3262 0.3243 0.7289  0.206
O 0.8195 0.7399 -0.3719  -0.364
C 0.1870 1.3943 -1.3675  0.181
O -1.2177 1.2037 -1.3226  -0.513
C -1.5871 -0.0608 -1.3429  0.298
C -1.8911 -1.2245 -1.2863  -0.389
H 2.1664 -0.6162 1.2295  0.233
H 0.7563 -1.1923 2.1519  0.232
H 1.4787 0.3726 2.5408  0.228
H -0.7247 0.5069 0.9266  0.180
H 0.6330 1.1106 -2.3179  0.150
H -2.1831 -2.2490 -1.2834  0.244

Properties
HOMO-LUMO gap (alpha / beta) (eV): 7.70 / 8.84
Strongest force on any atom (eV/A): 0.868
Net charge: 0

This record from the OMol25 dataset describes C22H19Cl2CuN3O2Se as an isolated structure in a non-equilibrium geometry. The level of theory is wB97M-V/def2-TZVPD.

Each line ends with the Löwdin spin population.
Cartesian coordinates (Å):
Cu 0.9699 -1.7811 -0.4461  0.508
N 0.1912 -0.4043 -2.1878  0.036
C 0.5819 0.8379 -1.7018  -0.002
C -0.3939 1.8137 -1.3593  0.002
C -0.0263 3.0186 -0.8466  -0.003
C 1.3883 3.3876 -0.8504  0.003
C 2.2985 2.3700 -0.9877  -0.002
C 1.9368 1.0815 -1.4478  0.006
C 2.9731 0.0356 -1.5788  0.025
C 4.2889 0.4126 -1.9160  0.012
C 5.2931 -0.5615 -1.9085  -0.011
C 4.9682 -1.9060 -1.7442  0.013
C 3.6686 -2.2516 -1.4930  0.040
C 2.6797 -1.3242 -1.3016  0.245
H 0.8658 -0.8325 -2.8274  0.003
H -0.8015 -0.6093 -2.5561  0.002
H -1.4580 1.5667 -1.4434  0.000
H -0.8036 3.7576 -0.5346  0.000
H 1.6467 4.3373 -0.3876  0.000
H 3.4027 2.5298 -0.8145  0.000
H 4.4638 1.4568 -2.0641  0.002
H 6.3003 -0.2793 -1.8374  -0.001
H 5.7282 -2.6496 -1.7786  0.002
H 3.3571 -3.3026 -1.3902  0.008
Cl -1.5565 -6.0481 -1.2492  0.000
C -1.9702 -4.3669 -1.5659  0.000
Cl -1.7895 -3.8001 -3.2387  0.000
C -1.1752 -3.5252 -0.4929  0.002
O -1.7955 -2.9794 0.4556  0.003
O 0.0990 -3.4353 -0.6932  0.023
H -3.0678 -4.3218 -1.4242  0.000
C 0.1066 2.1276 3.0909  0.001
N -0.8698 1.2235 2.5185  0.005
C -0.4195 0.0128 2.0653  0.016
Se 1.2799 -0.5066 1.5642  0.045
N -1.4958 -0.7247 1.6859  0.009
C -2.6900 -0.0481 1.9408  0.000
C -3.9708 -0.3781 1.6136  0.002
C -4.9416 0.6663 1.8259  0.000
C -4.5993 1.9058 2.3228  0.001
C -3.2592 2.2035 2.6781  0.000
C -2.3189 1.2239 2.4773  0.001
H 0.9247 2.2114 2.3521  0.001
H 0.5182 1.7530 4.0647  0.000
H -0.4219 3.0691 3.2624  0.000
H -1.4574 -1.7473 1.3419  0.001
H -4.2358 -1.3896 1.3796  0.000
H -5.9881 0.4762 1.5493  0.000
H -5.3997 2.6283 2.5627  0.000
H -3.0255 3.0658 3.3162  0.000

Properties
HOMO-LUMO gap (alpha / beta) (eV): 8.19 / 6.96
Strongest force on any atom (eV/A): 3.017
Net charge: 0
Spin multiplicity: 2

This record from the OMol25 dataset describes C23H25Br4Cl4CsF9MgNO5Rb as an isolated structure in a non-equilibrium geometry. The level of theory is wB97M-V/def2-TZVPD.

Each line ends with the Mulliken charge.
Cartesian coordinates (Å):
C -0.9315 -3.5639 3.4489  -0.855
C -2.2565 -3.1370 2.6197  -0.016
Cl -3.7108 -3.5307 3.7196  -0.156
C -2.4414 -3.9741 1.2300  0.355
Cl -4.1246 -4.7786 1.2393  -0.162
C -2.4474 -3.0512 -0.1129  0.299
O -2.7369 -3.6653 -1.1784  -0.497
O -2.1899 -1.6434 -0.0500  -0.352
C -1.3733 -1.1814 -1.1524  0.366
O -2.1954 -1.0145 -2.3340  -0.593
Br 0.2154 -2.3159 -1.5595  -0.229
C -0.8533 0.3231 -0.7325  0.742
C -1.6665 1.5329 -1.3017  -0.414
C -1.0852 2.9059 -0.7807  -0.210
C 0.1501 2.8136 0.1440  -0.321
N 0.8725 1.6958 0.6324  -0.453
C 0.3813 0.4267 0.2298  -1.000
H -1.1645 -4.5533 3.9651  0.255
H 0.0328 -3.5804 2.8237  0.053
H -0.7771 -2.7580 4.2482  0.371
H -2.2608 -2.0036 2.5005  0.376
H -1.6997 -4.8389 1.1914  0.225
H -1.6530 -0.6326 -3.0603  0.438
H -2.5787 1.4442 -1.9722  0.428
H -1.5697 3.9091 -1.0779  0.261
H 0.5601 3.8383 0.4873  0.403
H 0.9355 -0.5215 0.6482  0.783
Rb 1.5944 -2.1346 0.5901  0.915
F 5.4142 -2.7088 2.4456  -0.278
C 5.9808 -2.9389 3.6459  0.444
C 7.3417 -3.1889 3.7187  -0.371
C 7.9279 -3.4215 4.9586  -0.326
C 7.1441 -3.4119 6.1101  -0.475
C 5.7773 -3.1646 6.0243  -0.397
C 5.1925 -2.9210 4.7856  -0.428
H 7.9341 -3.2004 2.8111  0.397
H 8.9937 -3.6105 5.0279  0.371
H 7.6016 -3.5977 7.0765  0.366
H 5.1676 -3.1613 6.9216  0.356
H 4.1309 -2.7176 4.7011  0.351
C -2.1177 7.9716 -3.6148  0.015
C -1.6138 6.6850 -2.9310  0.779
C -0.2471 6.7842 -2.2561  -0.202
F 0.7387 7.0940 -3.1188  -0.171
F 0.0932 5.5867 -1.7040  -0.250
F -1.6499 5.6669 -3.8281  -0.326
F -2.5317 6.3614 -1.9641  -0.401
O -1.9225 8.0722 -5.0234  -0.328
C -0.6607 8.5434 -5.4711  0.678
C 0.1274 7.4903 -6.2576  0.112
F 0.3426 6.3726 -5.5229  -0.206
F 1.3445 7.9633 -6.6099  -0.180
F 0.0194 9.0422 -4.4263  -0.241
F -0.9326 9.5963 -6.2706  -0.272
H -3.2074 7.9660 -3.5028  -0.331
H -1.7932 8.8780 -3.0920  0.563
H -0.2537 7.5285 -1.4569  0.582
H -0.4075 7.1968 -7.1640  0.221
Br -1.7728 -7.5878 3.2739  -0.178
C -3.4468 -8.1620 2.4498  -0.103
C -3.7473 -9.6077 2.7669  -1.409
Br -2.6492 -10.8097 1.6919  -0.171
H -3.3603 -7.9620 1.3819  0.426
H -4.2100 -7.5089 2.8764  0.363
H -4.7766 -9.8530 2.5024  0.382
H -3.5744 -9.8677 3.8139  0.629
Br -1.1971 11.8712 -5.7143  -0.355
O 0.0731 -6.1916 -0.8090  -0.632
H -0.7737 -6.0312 -1.2476  0.333
H 0.6688 -6.4288 -1.5312  0.300
Cs -1.1410 -9.7558 3.7827  1.013
Cl 3.2731 8.1331 -7.7787  -0.393
Mg -4.2542 8.8057 -4.1637  0.229
Cl 1.9281 8.1893 -1.7137  -0.500

Properties
HOMO-LUMO gap (eV): 2.13
Strongest force on any atom (eV/A): 16.241
Net charge: +1

This record from the OMol25 dataset describes one molecule with the formula C5H8IN3O2S in a non-equilibrium geometry. The level of theory is wB97M-V/def2-TZVPD.

Each line ends with the natural charge from an NBO analysis.
Cartesian coordinates (Å):
C -1.6493 1.7222 1.6651  -0.667
C -0.6921 0.9097 0.8856  0.131
C 0.6729 0.6840 0.9255  -0.291
I 2.0378 1.3137 2.2715  0.239
C 0.9213 -0.3523 -0.1130  -0.188
S 2.5280 -1.0000 -0.5538  2.297
N 2.2967 -1.8457 -1.9790  -1.064
O 3.4484 0.0937 -0.7124  -0.928
O 2.9168 -1.9141 0.4613  -0.941
N -0.1807 -0.6224 -0.7389  -0.205
N -1.0977 0.1546 -0.2304  -0.147
C -2.4505 -0.0950 -0.6264  -0.395
H -0.9861 2.1911 2.4014  0.254
H -2.2326 2.5110 1.1672  0.235
H -2.4597 1.1257 1.9007  0.232
H 2.5584 -2.8252 -1.8499  0.407
H 2.8950 -1.5729 -2.7700  0.410
H -2.9526 0.7222 -0.3623  0.196
H -2.6202 -0.2911 -1.6352  0.227
H -2.9538 -0.9091 -0.1068  0.199

Properties
HOMO-LUMO gap (eV): 9.33
Strongest force on any atom (eV/A): 4.269
Net charge: 0
Structure (SMILES): Cc1c(I)c(S(N)(=O)=O)nn1C

This record from the OMol25 dataset describes CH4IN2S as an isolated structure in a non-equilibrium geometry. The level of theory is wB97M-V/def2-TZVPD.

Each line ends with the natural charge from an NBO analysis.
Cartesian coordinates (Å):
C 0.2322 -0.2825 -0.0070  0.398
N 1.2921 -0.5620 -0.7038  -0.680
N -0.8252 0.2000 -0.5358  -0.664
S -2.2410 0.2385 0.4370  0.353
I -1.2640 1.6478 3.0833  0.050
H 0.1209 -0.6722 0.9902  0.248
H 2.0700 -0.7718 -0.1243  0.439
H 1.3800 -0.3077 -1.6771  0.432
H -0.7650 0.5097 -1.4624  0.423

Properties
HOMO-LUMO gap (alpha / beta) (eV): 6.78 / 6.63
Strongest force on any atom (eV/A): 2.908
Net charge: +1

This record from the OMol25 dataset describes a 5-piece molecular cluster, C21H56N4O6 overall in a non-equilibrium geometry. The level of theory is wB97M-V/def2-TZVPD.

Each line ends with the Löwdin spin population.
Cartesian coordinates (Å):
C -1.1138 1.1179 2.8144  0.000
C -0.2993 1.6299 1.5940  0.000
C -1.0698 2.4834 0.5898  0.000
O 0.7757 2.4957 2.1210  0.000
H -0.5368 0.3920 3.3874  0.000
H -1.8987 0.5203 2.3509  0.000
H -1.6777 1.8686 3.3680  0.000
H 0.2197 0.8233 1.0762  0.000
H -0.3760 2.9476 -0.1110  0.000
H -1.6963 3.1756 1.1523  0.000
H -1.6889 1.9429 -0.1263  0.000
H 1.3025 1.8758 2.6306  0.000
C -4.6543 -6.4359 -2.4784  0.001
O -4.6644 -5.0151 -2.6119  0.003
C -5.8397 -4.3775 -3.2617  0.015
C -5.5937 -2.9136 -3.5252  0.066
N -5.6244 -2.0191 -2.3217  0.662
C -4.3435 -2.0551 -1.5791  0.075
C -4.5721 -1.2482 -0.2008  0.026
O -4.1996 0.0384 -0.5296  0.034
C -4.4461 1.0389 0.4398  0.002
H -3.7106 -6.8909 -2.1775  0.000
H -4.7823 -6.6899 -3.5307  0.000
H -5.4660 -6.6925 -1.7977  0.000
H -6.7574 -4.4014 -2.6739  0.001
H -6.1369 -4.8455 -4.2002  0.000
H -6.3933 -2.5276 -4.1574  0.000
H -4.7419 -2.7119 -4.1747  0.030
H -5.8282 -1.0389 -2.4548  0.018
H -3.4495 -1.6308 -2.0362  0.039
H -4.0710 -3.0811 -1.3320  0.008
H -3.7823 -1.4683 0.5174  0.008
H -5.5630 -1.2344 0.2533  -0.001
H -4.1876 2.0450 0.1098  0.000
H -3.9028 1.0544 1.3846  0.001
H -5.4922 1.1171 0.7360  0.001
C 4.9128 1.4339 -1.9597  0.000
C 4.1614 1.5741 -0.5784  0.000
C 3.0601 2.6341 -0.6611  0.000
O 3.8554 3.7091 -0.4789  0.000
C 3.2234 4.7189 0.2813  0.000
N 3.6936 0.2088 -0.1840  0.000
H 4.1961 1.1556 -2.7323  0.000
H 5.6044 0.5968 -2.0544  0.000
H 5.3503 2.3317 -2.3962  0.000
H 4.8688 1.7368 0.2348  0.000
H 2.2808 2.6649 0.1004  0.000
H 2.6340 2.7268 -1.6601  0.000
H 2.3893 5.1872 -0.2412  0.000
H 3.9145 5.5520 0.4095  0.000
H 2.9576 4.3887 1.2854  0.000
H 3.2329 0.3575 0.7024  0.000
H 4.5481 -0.3023 -0.0142  0.000
C -1.2292 -0.6858 -4.0937  0.001
C -0.8635 0.0730 -2.7745  0.001
C 0.1748 -0.7693 -2.0051  0.001
O -0.5601 -1.9347 -1.5226  0.002
C -1.1727 -1.8527 -0.1535  0.001
N -0.3296 1.3905 -3.2109  0.002
H -1.9938 -0.0549 -4.5470  0.000
H -1.7861 -1.5713 -3.7872  0.001
H -0.3761 -0.8985 -4.7380  0.000
H -1.7399 0.1904 -2.1371  0.000
H 0.6536 -0.2656 -1.1654  0.000
H 0.9591 -1.1457 -2.6618  0.000
H -0.4466 -1.5902 0.6159  0.000
H -1.4056 -2.8738 0.1487  0.000
H -1.9956 -1.1380 -0.1678  0.000
H 0.4101 1.3397 -3.8967  0.000
H 0.0418 1.9022 -2.4233  0.000
C 2.2836 0.5967 4.8286  0.000
C 3.6515 0.8422 4.2103  0.000
C 4.4645 -0.4718 3.8664  0.000
O 5.6929 -0.3435 3.2174  0.000
C 6.7168 0.4107 3.8528  0.000
N 3.3456 1.6918 3.1231  0.000
H 1.5423 -0.0481 4.3567  0.000
H 1.6692 1.4591 5.0872  0.000
H 2.5900 0.2771 5.8246  0.000
H 4.3162 1.2984 4.9439  0.000
H 3.8446 -1.1099 3.2365  0.000
H 4.6738 -0.9429 4.8268  0.000
H 6.5081 1.3973 4.2666  0.000
H 7.5089 0.6126 3.1317  0.000
H 7.2061 -0.2276 4.5885  0.000
H 4.1661 1.9170 2.5790  0.000
H 2.8584 2.5621 3.2820  0.000

Properties
HOMO-LUMO gap (alpha / beta) (eV): 7.90 / 2.55
Strongest force on any atom (eV/A): 5.343
Net charge: +1
Spin multiplicity: 2

- net charge of number 3 (C23H25Br4Cl4CsF9MgNO5Rb)?
  +1